Entry 1:
# C8H17N3O3

An isolated molecule of C8H17N3O3 in a non-equilibrium geometry (the ωB97M-V functional and the def2-TZVPD basis, the OMol25 dataset).

```
31
Properties=species:S:1:pos:R:3:forces:R:3
N 4.970 -1.704 -0.042 -0.008 0.888 -0.048
C 3.661 -1.107 0.267 0.377 -0.578 1.092
C 3.371 0.013 -0.672 -0.255 0.192 -0.551
C 2.087 0.771 -0.302 -0.582 1.076 -1.702
C 0.817 -0.073 -0.165 0.566 -0.423 0.843
C -0.210 0.639 0.698 -0.591 -0.798 0.884
N -1.449 -0.129 0.994 1.216 -0.631 0.177
C -2.145 -0.785 0.044 -0.926 0.590 -0.215
O -2.083 -0.456 -1.151 0.047 -0.630 0.861
C -3.238 -1.750 0.563 0.800 0.522 -0.158
N -4.353 -1.788 -0.333 0.136 -0.276 0.020
C -0.557 2.000 0.159 -0.227 1.021 0.849
O 0.039 2.950 0.592 0.084 0.268 -0.297
O -1.597 2.155 -0.660 0.653 1.259 0.225
H 5.024 -2.608 0.344 -0.141 -1.447 0.320
H 5.718 -1.231 0.451 -0.040 0.473 -0.194
H 3.589 -0.758 1.338 -0.009 -0.191 -0.789
H 2.906 -1.883 0.142 0.079 -0.166 0.080
H 4.244 0.663 -0.642 -0.097 0.445 -0.041
H 3.368 -0.398 -1.710 -0.294 0.320 0.663
H 1.856 1.512 -1.129 0.499 -0.514 1.004
H 2.166 1.361 0.617 0.472 -0.086 -0.114
H 0.332 -0.308 -1.075 -0.134 -0.158 -1.292
H 1.088 -1.034 0.272 -0.311 -0.036 0.358
H 0.192 0.788 1.713 0.137 0.351 -0.568
H -1.430 -0.519 1.935 -0.385 0.079 -0.517
H -2.850 -2.731 0.737 0.523 -0.818 -0.294
H -3.525 -1.453 1.546 -0.371 0.601 0.759
H -4.677 -0.834 -0.406 -0.357 0.123 -0.281
H -3.895 -1.992 -1.210 -0.528 -0.003 -0.631
H -1.867 1.337 -1.059 -0.335 -1.456 -0.442
```
Positions in Å, forces in eV/Å.

Computed properties:
Electronic energy ... -705.03612 Eh
SMILES ... NCCCC[C@H](NC(=O)CN)C(=O)O
Charge ... 0
ΔE to the lowest compared entry with this formula, charge and spin ... 0.00 kcal/mol
Orbital gap ... 10.0 eV

Entry 2:
# C8H32O8

A cluster of 8 separate species, C8H32O8 in total in a non-equilibrium geometry (the ωB97M-V functional and the def2-TZVPD basis, the OMol25 dataset).

```
48
Properties=species:S:1:pos:R:3:forces:R:3
C -0.494 -5.734 41.738 2.379 -1.946 1.101
O -1.327 -6.840 42.067 -0.487 3.303 3.751
H 0.655 -6.023 41.644 -2.419 0.585 0.134
H -0.605 -4.885 42.392 -0.092 -0.212 0.805
H -0.932 -5.463 40.868 -0.243 1.585 -3.375
H -1.165 -7.546 41.531 1.357 -3.120 -2.735
C -1.386 -13.419 39.195 -4.788 0.309 2.839
O -0.166 -13.607 39.788 1.725 -0.463 -1.287
H -1.668 -14.201 38.521 -0.213 -0.846 -0.359
H -1.456 -12.518 38.641 -0.018 1.200 -0.416
H -2.284 -13.371 40.052 2.388 -0.127 -2.172
H 0.296 -13.788 38.939 0.911 -0.047 1.442
C -1.724 -10.048 40.879 -0.142 0.171 -0.041
O -0.742 -9.021 40.618 -0.684 -0.517 1.762
H -2.568 -9.691 41.461 0.561 0.409 0.538
H -1.502 -11.081 41.161 1.234 0.505 0.914
H -2.168 -10.244 39.976 -1.348 -0.317 -2.688
H -0.124 -9.301 39.957 0.162 -0.287 -0.638
C 1.663 -10.092 38.746 4.233 3.248 -1.924
O 0.565 -9.632 38.033 -0.380 0.708 -3.654
H 1.264 -10.821 39.267 -1.311 -3.320 4.134
H 2.333 -9.246 39.289 -1.925 -1.940 -0.955
H 2.357 -10.658 38.107 0.151 0.476 -0.098
H 0.739 -9.784 37.040 -0.597 0.668 2.469
C -3.222 -7.027 39.033 -3.336 -1.338 0.672
O -3.995 -7.509 37.916 2.044 -6.144 6.343
H -2.305 -7.078 38.681 4.840 0.689 -1.293
H -3.203 -7.846 39.774 -0.671 0.553 -0.041
H -3.474 -6.069 39.486 -0.334 -0.076 -0.233
H -4.272 -6.950 37.343 -2.529 6.267 -5.441
C -2.861 -7.810 44.677 -4.147 -0.887 2.750
O -3.322 -7.864 43.358 -3.771 -1.976 3.342
H -3.944 -8.050 45.388 3.139 -0.258 -2.016
H -2.759 -6.866 45.214 0.987 0.560 -1.052
H -2.083 -8.546 44.891 -0.064 0.250 0.203
H -2.749 -7.567 42.744 3.493 2.133 -2.742
C -4.471 -11.337 42.953 3.229 5.213 -5.576
O -3.219 -11.063 43.567 -0.737 3.057 0.860
H -4.204 -11.774 41.930 0.215 1.102 0.041
H -5.188 -10.504 42.634 1.277 -0.594 1.169
H -4.990 -12.129 43.073 -3.473 -5.463 3.621
H -3.104 -10.017 43.588 -0.626 -3.188 -0.121
C -2.692 -11.632 36.350 0.248 -3.613 -1.802
O -3.948 -12.220 36.671 5.688 -8.893 -0.761
H -1.966 -12.457 36.299 0.049 0.371 0.362
H -2.467 -10.951 37.080 1.037 1.997 1.519
H -2.729 -11.276 35.338 0.071 0.850 -0.431
H -4.342 -11.497 36.719 -7.085 9.362 1.083
```
Positions in Å, forces in eV/Å.

Computed properties:
Electronic energy ... -925.52189 Eh
SMILES ... CO.CO.CO.CO.CO.CO.CO.CO
Charge ... 0
ΔE to the lowest compared entry with this formula, charge and spin ... 232.11 kcal/mol
Orbital gap ... 9.6 eV

Entry 3:
# C4H9Cl

An isolated molecule of C4H9Cl in a non-equilibrium geometry (the ωB97M-V functional and the def2-TZVPD basis, the OMol25 dataset).

```
14
Properties=species:S:1:pos:R:3:forces:R:3
C 2.192 -0.238 0.148 1.936 4.079 -1.063
C 1.058 0.712 -0.391 0.096 -3.416 0.275
C -0.200 0.421 0.353 -0.942 1.837 -1.533
C -1.353 1.362 0.033 1.236 0.682 3.440
Cl -0.875 -1.149 -0.072 0.303 -1.200 0.249
H 2.511 -0.876 -0.629 0.475 -0.826 -0.714
H 3.115 0.358 0.519 -1.323 -0.724 -0.912
H 1.960 -0.780 0.987 -1.222 -1.439 1.866
H 0.785 0.427 -1.382 0.323 -0.301 -1.120
H 1.228 1.730 -0.475 0.778 2.054 0.542
H 0.000 0.527 1.363 0.162 -0.546 2.237
H -1.660 1.233 -0.914 -0.982 -0.276 -3.582
H -1.115 2.431 0.224 -0.240 -0.698 0.106
H -2.129 0.948 0.666 -0.601 0.773 0.207
```
Positions in Å, forces in eV/Å.

Computed properties:
Electronic energy ... -617.96824 Eh
SMILES ... CC[C@@H](C)Cl
Charge ... 0
ΔE to the lowest compared entry with this formula, charge and spin ... 22.49 kcal/mol
Orbital gap ... 11.7 eV